[1]
{
  "formula": "C4H10S",
  "method": "ωB97M-V/def2-TZVPD",
  "orbital_gap_ha": 0.3315,
  "smiles": "C=CC.CS",
  "e_above_lowest_kcal_mol": 67.6,
  "e_tot_ha": -556.474335,
  "elements": ["C", "C", "C", "H", "H", "H", "H", "H", "H", "C", "S", "H", "H", "H", "H"],
  "xyz": [[-2.416, 0.454, -0.842], [-1.766, -0.479, -0.045], [-1.050, -0.037, 1.223], [-2.311, 0.492, -1.964], [-3.297, 0.951, -0.338], [-1.627, -1.553, -0.326], [-1.592, 0.636, 1.930], [-0.139, 0.581, 1.120], [-0.586, -0.874, 1.798], [2.658, 0.367, -0.187], [2.511, -0.881, -1.580], [1.807, 1.045, -0.203], [3.628, 0.921, -0.266], [2.746, -0.247, 0.702], [1.432, -1.374, -1.022]]
}

=====

[2]
{
  "formula": "C4H10S",
  "method": "ωB97M-V/def2-TZVPD",
  "orbital_gap_ha": 0.3484,
  "smiles": "CCCSC",
  "e_above_lowest_kcal_mol": 21.4,
  "e_tot_ha": -556.547920,
  "elements": ["C", "C", "C", "S", "C", "H", "H", "H", "H", "H", "H", "H", "H", "H", "H"],
  "xyz": [[1.050, 0.913, 1.849], [0.742, -0.006, 0.685], [0.091, 0.655, -0.431], [0.135, -0.469, -1.850], [-1.488, -1.247, -1.707], [0.162, 1.385, 2.341], [1.570, 0.331, 2.655], [1.711, 1.741, 1.416], [1.678, -0.574, 0.319], [0.199, -0.993, 0.865], [0.454, 1.538, -0.770], [-0.888, 0.927, -0.244], [-1.544, -2.207, -2.088], [-2.128, -0.677, -2.377], [-1.744, -1.316, -0.661]]
}

=====

[3]
{
  "formula": "C4H10S2",
  "method": "ωB97M-V/def2-TZVPD",
  "orbital_gap_ha": 0.3056,
  "smiles": "CC=S.CCS",
  "e_above_lowest_kcal_mol": 35.3,
  "e_tot_ha": -954.727337,
  "elements": ["C", "C", "S", "H", "H", "H", "H", "C", "C", "S", "H", "H", "H", "H", "H", "H"],
  "xyz": [[-3.601, -0.380, -0.053], [-2.181, -0.813, 0.111], [-0.871, 0.091, -0.152], [-4.135, -0.499, 0.901], [-4.102, -1.027, -0.778], [-3.666, 0.655, -0.385], [-2.055, -1.850, 0.442], [2.485, 1.344, -0.217], [2.073, 0.109, 0.571], [2.713, -1.451, -0.116], [2.106, 2.252, 0.267], [2.083, 1.315, -1.236], [3.575, 1.416, -0.288], [0.987, 0.045, 0.660], [2.477, 0.148, 1.586], [2.111, -1.353, -1.313]]
}

=====

[4]
{
  "formula": "C4H10S2",
  "method": "ωB97M-V/def2-TZVPD",
  "orbital_gap_ha": 0.3267,
  "smiles": "CCSSCC",
  "e_above_lowest_kcal_mol": 22.2,
  "e_tot_ha": -954.748247,
  "elements": ["C", "C", "S", "S", "C", "C", "H", "H", "H", "H", "H", "H", "H", "H", "H", "H"],
  "xyz": [[-3.292, 0.171, -0.271], [-1.909, 0.234, 0.442], [-1.192, -1.437, 0.443], [0.821, -1.034, 0.688], [1.986, -0.165, -0.499], [3.286, 0.029, 0.230], [-3.719, 1.184, -0.208], [-3.141, 0.135, -1.347], [-3.871, -0.612, 0.200], [-1.233, 0.912, -0.069], [-2.084, 0.556, 1.470], [1.482, 0.749, -0.823], [1.971, -0.855, -1.347], [3.310, 0.793, 1.003], [3.598, -0.931, 0.658], [3.986, 0.271, -0.568]]
}

=====

[5]
{
  "formula": "C4H10S2",
  "method": "ωB97M-V/def2-TZVPD",
  "orbital_gap_ha": 0.3191,
  "smiles": "C=CC.CSS",
  "e_above_lowest_kcal_mol": 48.3,
  "e_tot_ha": -954.706570,
  "elements": ["C", "C", "C", "H", "H", "H", "H", "H", "H", "C", "S", "S", "H", "H", "H", "H"],
  "xyz": [[-0.626, 0.934, 1.425], [-1.806, 0.563, 0.920], [-2.259, 0.844, -0.474], [-0.179, 0.361, 2.226], [-0.178, 1.860, 1.097], [-2.540, 0.039, 1.523], [-1.588, 1.458, -1.059], [-3.208, 1.405, -0.436], [-2.511, -0.059, -1.029], [1.323, -1.394, -0.792], [2.465, -0.221, -1.569], [4.084, 0.015, -0.283], [0.779, -1.624, -1.714], [1.828, -2.315, -0.491], [0.737, -0.991, 0.026], [3.680, -0.876, 0.631]]
}

=====

[6]
{
  "formula": "C4H10S2",
  "method": "ωB97M-V/def2-TZVPD",
  "orbital_gap_ha": 0.3201,
  "smiles": "CCSSCC",
  "e_above_lowest_kcal_mol": 9.8,
  "e_tot_ha": -954.767901,
  "elements": ["C", "C", "S", "S", "C", "C", "H", "H", "H", "H", "H", "H", "H", "H", "H", "H"],
  "xyz": [[-2.774, -0.740, -1.312], [-1.366, -0.489, -1.838], [-0.479, 0.830, -0.975], [0.117, -0.130, 0.802], [1.641, 0.878, 1.019], [2.584, 0.321, 2.073], [-2.702, -0.835, -0.227], [-3.513, 0.026, -1.556], [-3.227, -1.654, -1.700], [-0.793, -1.416, -1.822], [-1.400, -0.235, -2.902], [1.280, 1.846, 1.364], [2.121, 1.112, 0.068], [2.058, 0.126, 3.007], [3.026, -0.631, 1.768], [3.427, 0.992, 2.230]]
}

=====

[7]
{
  "formula": "C4H10Se",
  "method": "ωB97M-V/def2-TZVPD",
  "orbital_gap_ha": [0.2994, 0.2779],
  "e_above_lowest_kcal_mol": 122.7,
  "e_tot_ha": -2559.624840,
  "elements": ["C", "C", "C", "C", "Se", "H", "H", "H", "H", "H", "H", "H", "H", "H", "H"],
  "xyz": [[1.347, -0.759, 0.730], [0.638, 0.592, 0.933], [-0.815, 0.737, 0.707], [-1.212, 0.176, -2.018], [-1.955, -1.499, -1.960], [2.287, -0.590, 1.205], [1.515, -0.957, -0.314], [0.808, -1.561, 1.264], [0.713, 0.758, 2.119], [1.074, 1.295, 0.213], [-1.134, 1.550, 0.197], [-1.596, 0.213, 1.220], [-1.957, 0.928, -2.013], [-0.565, 0.198, -1.114], [-0.438, -2.095, -2.000]]
}

=====

[8]
{
  "formula": "C4H11AlBN",
  "method": "ωB97M-V/def2-TZVPD",
  "orbital_gap_ha": 0.2526,
  "e_above_lowest_kcal_mol": 0.0,
  "total_charge": 2,
  "e_tot_ha": -480.146944,
  "elements": ["Al", "B", "H", "H", "H", "H", "C", "C", "C", "C", "N", "H", "H", "H", "H", "H", "H", "H"],
  "xyz": [[1.837, -2.057, 0.714], [3.495, -2.722, -0.867], [4.156, -3.052, -1.653], [2.620, -2.249, -1.285], [3.249, -3.402, -0.067], [4.026, -1.953, -0.328], [-2.460, 2.553, -0.288], [-1.573, 1.750, 0.758], [-1.416, 0.273, 0.294], [-0.275, -0.481, 0.824], [0.600, -1.142, 1.193], [-2.387, 3.585, 0.057], [-3.505, 2.287, -0.445], [-2.102, 2.569, -1.318], [-1.991, 1.984, 1.737], [-0.584, 2.180, 0.914], [-1.372, 0.164, -0.790], [-2.316, -0.286, 0.551]]
}

=====

[9]
{
  "formula": "C4H11BN2",
  "method": "ωB97M-V/def2-TZVPD",
  "orbital_gap_ha": 0.3111,
  "smiles": "NB1CCCCN1",
  "e_above_lowest_kcal_mol": 69.6,
  "e_tot_ha": -293.352770,
  "elements": ["N", "B", "C", "C", "C", "C", "N", "H", "H", "H", "H", "H", "H", "H", "H", "H", "H", "H"],
  "xyz": [[1.442, 0.756, 2.094], [1.040, 0.586, 0.849], [-0.135, 1.475, 0.208], [-1.191, 0.353, -0.120], [-0.840, -0.533, -1.294], [0.252, -1.551, -0.933], [1.415, -0.933, -0.261], [0.977, 1.433, 2.699], [2.176, 0.332, 2.609], [-0.626, 2.071, 0.952], [0.224, 2.122, -0.688], [-1.286, -0.375, 0.759], [-2.299, 0.777, -0.267], [-1.715, -0.931, -1.673], [-0.364, 0.150, -2.077], [-0.184, -2.379, -0.205], [0.811, -2.035, -1.802], [1.924, -1.632, 0.289]]
}

=====

[10]
{
  "formula": "C4H11BN2",
  "method": "ωB97M-V/def2-TZVPD",
  "orbital_gap_ha": [0.2756, 0.3372],
  "e_above_lowest_kcal_mol": 132.9,
  "e_tot_ha": -293.251924,
  "elements": ["B", "C", "C", "C", "C", "N", "N", "H", "H", "H", "H", "H", "H", "H", "H", "H", "H", "H"],
  "xyz": [[-0.214, -0.790, -0.439], [1.844, 0.050, 0.467], [1.460, 0.775, -0.892], [-1.418, -1.813, -0.387], [-1.575, 1.726, 0.557], [0.860, -0.962, 0.585], [0.041, 0.426, -1.129], [2.931, -0.406, 0.344], [1.699, 0.721, 1.237], [1.520, 1.879, -1.114], [2.131, 0.334, -1.620], [-2.128, -1.388, 0.234], [-1.160, -2.733, 0.063], [-1.822, -1.967, -1.320], [-1.708, 2.225, -0.305], [-2.294, 1.149, 1.076], [-0.779, 1.995, 1.130], [0.611, -1.223, 1.516]]
}

=====

[11]
{
  "formula": "C4H11BN2",
  "method": "ωB97M-V/def2-TZVPD",
  "orbital_gap_ha": [0.2046, 0.3129],
  "e_above_lowest_kcal_mol": 10.7,
  "multiplicity": 3,
  "e_tot_ha": -293.183004,
  "elements": ["B", "C", "C", "C", "C", "N", "N", "H", "H", "H", "H", "H", "H", "H", "H", "H", "H", "H"],
  "xyz": [[0.995, 0.033, 0.023], [0.234, 1.365, -0.141], [-1.168, 0.972, 0.430], [-1.760, -0.236, -0.339], [-1.012, -1.504, 0.039], [0.410, -1.212, 0.132], [3.311, -0.022, 0.121], [0.691, 2.030, 0.518], [0.108, 1.690, -1.153], [-0.986, 0.715, 1.531], [-1.818, 1.958, 0.336], [-2.868, -0.461, -0.242], [-1.477, 0.196, -1.389], [-1.254, -2.009, 0.992], [-1.133, -2.250, -0.732], [0.983, -2.009, 0.467], [3.573, 0.949, 0.272], [3.172, -0.207, -0.864]]
}

=====

[12]
{
  "formula": "C4H11BO2P",
  "method": "ωB97M-V/def2-TZVPD",
  "orbital_gap_ha": 0.2436,
  "total_charge": -1,
  "e_tot_ha": -675.683140,
  "elements": ["C", "P", "C", "B", "O", "C", "C", "O", "H", "H", "H", "H", "H", "H", "H", "H", "H", "H", "H"],
  "xyz": [[-0.929, -0.696, -1.964], [0.652, -1.037, -0.948], [0.228, -2.381, 0.348], [1.394, 0.542, -0.162], [0.837, 1.872, -0.479], [0.007, 2.377, 0.647], [-0.302, 0.932, 1.359], [1.052, 0.361, 1.283], [-0.893, -1.440, -2.897], [-0.916, 0.418, -2.322], [-1.858, -0.915, -1.281], [0.797, -2.268, 1.375], [-0.929, -2.370, 0.624], [0.494, -3.479, -0.039], [2.539, 0.453, -0.452], [-0.870, 3.046, 0.255], [0.514, 3.024, 1.483], [-1.168, 0.483, 0.706], [-0.649, 1.079, 2.467]]
}

=====

[13]
{
  "formula": "C4H11BrN2",
  "method": "ωB97M-V/def2-TZVPD",
  "orbital_gap_ha": [0.2626, 0.3549],
  "e_above_lowest_kcal_mol": 59.7,
  "total_charge": 2,
  "e_tot_ha": -2841.721291,
  "elements": ["C", "C", "C", "C", "N", "N", "Br", "H", "H", "H", "H", "H", "H", "H", "H", "H", "H", "H"],
  "xyz": [[0.382, -0.480, -0.376], [-0.528, 0.169, 0.303], [-0.143, 1.023, 3.104], [0.372, -1.091, -1.773], [-1.864, 0.591, -0.054], [1.723, -0.973, -2.408], [-0.927, -0.257, -3.082], [1.302, -0.706, 0.148], [-1.145, 1.388, 3.234], [0.642, 1.702, 2.824], [0.107, 0.030, 3.430], [0.101, -2.152, -1.717], [-1.958, 1.607, 0.103], [-2.547, 0.118, 0.557], [-2.109, 0.389, -1.046], [2.458, -1.422, -1.835], [1.739, -1.427, -3.335], [1.977, 0.020, -2.539]]
}

=====

[14]
{
  "formula": "C4H11ClNO2RuV",
  "method": "ωB97M-V/def2-TZVPD",
  "orbital_gap_ha": [0.2143, 0.2678],
  "e_above_lowest_kcal_mol": 0.0,
  "multiplicity": 8,
  "total_charge": -1,
  "e_tot_ha": -1863.057856,
  "elements": ["V", "Cl", "C", "C", "H", "H", "H", "H", "H", "H", "Ru", "C", "C", "H", "H", "H", "H", "H", "O", "N", "O"],
  "xyz": [[0.328, 0.238, -1.407], [1.036, -1.398, -0.118], [2.012, 1.272, -1.798], [-0.655, -0.807, -2.790], [2.032, 1.676, -2.825], [2.134, 2.112, -1.084], [2.880, 0.595, -1.658], [-0.593, -0.350, -3.793], [-1.720, -0.912, -2.508], [-0.221, -1.826, -2.829], [-0.238, 0.176, 1.346], [-1.775, -0.793, 2.266], [-0.960, 1.231, -0.222], [-2.748, -0.395, 1.948], [-1.745, -1.891, 2.119], [-1.648, -0.621, 3.355], [-1.981, 1.114, -0.620], [-0.522, 2.267, -0.105], [2.107, -0.656, 4.424], [1.478, -0.128, 3.546], [0.800, -0.903, 2.751]]
}